{
  "formula": "C25H47F4O6S",
  "method": "ωB97M-V/def2-TZVPD",
  "orbital_gap_ev": 4.02,
  "charge": -1,
  "elements": ["C", "C", "C", "C", "C", "C", "C", "C", "C", "C", "C", "C", "C", "C", "C", "C", "C", "O", "C", "C", "C", "O", "S", "O", "O", "O", "C", "C", "F", "F", "C", "F", "F", "H", "H", "H", "H", "H", "H", "H", "H", "H", "H", "H", "H", "H", "H", "H", "H", "H", "H", "H", "H", "H", "H", "H", "H", "H", "H", "H", "H", "H", "H", "H", "H", "H", "H", "H", "H", "H", "H", "H", "H", "H", "H", "C", "C", "O", "H", "H", "H", "H", "H"],
  "coordinates": [[-4.7332, 2.7624, 4.6422], [-3.8525, 1.4671, 4.0970], [-2.7228, 1.1418, 5.2445], [-1.5585, 0.0750, 4.6967], [-2.2036, -1.4474, 4.5418], [-1.2412, -2.3201, 3.5159], [0.2952, -2.5511, 4.1033], [1.2095, -2.9629, 2.7668], [2.7708, -3.2943, 3.1654], [3.8273, -3.1019, 1.8840], [4.0092, -1.5208, 1.4448], [4.9975, -1.3068, 0.1327], [4.1346, -1.4186, -1.2663], [4.1874, -0.0589, -2.2010], [2.7793, 0.8345, -2.0722], [1.9216, 0.8247, -3.4688], [0.3857, 0.2661, -3.3408], [-0.5544, 1.3682, -3.0749], [-0.8640, 2.1445, -4.2854], [-2.2612, 1.6879, -5.0468], [-2.7305, 2.7968, -6.2070], [0.1946, -0.3621, -4.6906], [-0.4204, -1.9528, -4.7245], [-1.9736, -2.1693, -4.6041], [0.0837, -2.8834, -5.8776], [0.0979, -2.3326, -3.1083], [0.0879, -1.0390, -2.3511], [-1.2242, -1.0072, -1.3692], [-2.4997, -0.6523, -2.0328], [-0.9082, -0.1807, -0.1640], [-1.4304, -2.5649, -0.7971], [-0.1713, -3.1041, -0.2177], [-2.4909, -2.5842, 0.2786], [-4.4605, 2.8896, 5.7888], [-4.4964, 3.7313, 4.0074], [-5.8958, 2.5289, 4.5909], [-3.3653, 1.7659, 3.0579], [-4.6056, 0.5793, 3.9712], [-2.2036, 2.1460, 5.5697], [-3.2752, 0.7071, 6.2091], [-0.6137, 0.0410, 5.3911], [-1.2702, 0.4558, 3.6037], [-2.3217, -1.9750, 5.6003], [-3.2838, -1.2833, 4.0691], [-1.7006, -3.3763, 3.2615], [-1.1504, -1.6571, 2.5298], [0.7513, -1.6039, 4.6175], [0.3460, -3.4475, 4.8709], [1.2000, -2.0287, 2.0287], [0.6510, -3.9049, 2.2944], [3.1511, -2.6414, 4.0666], [2.8174, -4.4310, 3.4920], [3.3563, -3.7133, 1.0024], [4.8299, -3.6208, 2.2251], [2.9996, -0.9725, 1.2033], [4.5582, -0.9859, 2.3523], [5.6183, -0.2925, 0.2216], [5.8256, -2.1653, 0.1579], [4.6332, -2.2893, -1.8949], [3.0411, -1.7527, -1.0059], [5.1487, 0.5874, -1.9799], [4.3212, -0.4493, -3.3211], [3.1560, 1.9569, -1.9207], [2.1753, 0.5491, -1.1115], [1.9029, 1.9162, -3.8907], [2.4604, 0.1488, -4.2900], [0.0590, 2.2358, -5.0360], [-1.0578, 3.2636, -3.9185], [-3.1816, 1.5754, -4.3330], [-2.1532, 0.6385, -5.6057], [-2.0886, 2.7257, -7.1891], [-2.6317, 3.8976, -5.7595], [-3.8605, 2.6609, -6.5229], [0.9681, -1.2440, -1.5802], [-1.8651, -3.2625, -1.6628], [-1.3298, 4.0765, -0.7483], [-0.0255, 4.8351, -0.4452], [0.7111, 4.7899, -1.5433], [-1.1430, 3.0264, -1.0060], [-1.9781, 4.0854, 0.1357], [-1.8913, 4.5384, -1.5702], [0.3710, 4.3715, 0.4717], [-0.3455, 5.8192, -0.0686]],
  "forces_ev_per_a": [[-0.17, -0.51, 0.17], [-0.25, 0.86, 0.54], [0.37, -0.49, -0.19], [-1.12, -0.04, -0.25], [0.27, 0.53, -0.42], [0.21, 0.66, 0.56], [0.07, -0.51, -1.19], [-0.05, 0.50, 0.93], [0.05, -0.46, -0.57], [-1.17, -0.06, 0.43], [1.37, 0.11, 0.34], [0.14, -0.62, 0.40], [1.30, -0.27, -0.21], [-0.62, -0.87, -0.41], [1.57, 1.23, -0.30], [0.37, -0.47, 0.01], [-0.14, 0.58, 0.09], [1.38, -2.48, -1.97], [-1.00, 2.26, -0.89], [-0.35, -0.44, -1.21], [0.18, 0.45, 0.41], [-1.29, -2.44, -0.18], [-4.51, -3.49, -1.14], [5.88, 1.94, -0.32], [-0.40, 4.41, 4.88], [-0.27, 2.74, -2.03], [1.05, -0.21, 1.97], [-0.57, -0.46, 1.05], [3.91, -0.74, 2.35], [-1.21, -1.97, -3.81], [-1.25, -0.52, 0.86], [-3.61, 1.70, -1.62], [3.32, 0.24, -2.86], [-0.63, 0.10, -2.44], [-0.49, -1.99, 1.56], [2.46, 0.61, 0.00], [-0.93, -0.90, 2.23], [1.69, 1.55, 0.09], [-1.01, -1.90, -0.72], [1.20, 0.87, -2.06], [-1.87, 0.25, -1.36], [-0.37, -0.87, 2.41], [0.28, 1.14, -2.22], [2.32, -0.63, 0.98], [0.86, 2.21, 0.43], [-0.23, -1.65, 2.01], [-0.98, -1.71, -1.05], [-0.24, 1.81, -1.47], [-0.17, -2.17, 1.46], [1.49, 2.13, 0.72], [-0.89, -1.16, -1.72], [0.02, 2.31, -0.55], [1.04, 1.10, 1.47], [-1.79, 1.32, -0.96], [1.86, -1.21, 0.72], [-1.42, -0.99, -1.76], [-1.65, -2.05, -0.28], [-1.80, 1.78, -0.07], [-1.19, 1.70, 1.26], [2.00, 0.74, -0.59], [-2.06, -1.31, -0.18], [-0.42, 1.03, 2.33], [-1.22, -2.42, -0.18], [1.06, 0.48, -1.93], [-0.34, -2.12, 0.90], [-1.15, 1.38, 1.94], [-2.04, -0.57, 1.60], [0.61, -2.54, -0.42], [2.10, 0.28, -0.93], [-0.10, 2.24, 1.35], [-1.13, 0.14, 2.02], [-0.16, -2.37, -1.02], [2.33, 0.07, 0.78], [-1.84, 0.87, -1.68], [1.36, 1.48, 2.12], [-0.74, -0.18, 0.73], [-1.28, -0.93, -0.90], [1.50, 0.41, -0.66], [0.17, 0.19, -0.03], [-0.37, -0.10, 0.20], [0.24, 0.06, 0.01], [0.57, -0.47, 0.50], [-0.06, 0.88, -0.02]],
  "lowdin_charge": [-0.159, -0.265, -0.242, -0.214, -0.214, -0.221, -0.210, -0.225, -0.225, -0.215, -0.218, -0.216, -0.213, -0.190, -0.154, -0.065, -0.306, -0.097, -0.166, -0.200, -0.150, -0.227, 0.924, -0.336, -0.310, -0.225, -0.088, -0.155, 0.021, 0.006, -0.057, -0.036, -0.056, 0.068, 0.081, 0.071, 0.121, 0.095, 0.108, 0.118, 0.098, 0.123, 0.115, 0.103, 0.115, 0.105, 0.099, 0.113, 0.105, 0.120, 0.109, 0.108, 0.110, 0.110, 0.102, 0.115, 0.113, 0.108, 0.108, 0.092, 0.109, 0.103, 0.132, 0.114, 0.137, 0.134, 0.145, 0.150, 0.117, 0.102, 0.070, 0.084, 0.072, 0.157, 0.191, -0.161, -0.645, -0.370, 0.035, 0.033, 0.047, 0.056, 0.058]
}

{
  "formula": "C25H47N3O2PdSb",
  "method": "ωB97M-V/def2-TZVPD",
  "orbital_gap_ev": 4.93,
  "charge": -1,
  "elements": ["Pd", "C", "C", "N", "O", "C", "C", "N", "O", "H", "H", "H", "H", "H", "H", "H", "C", "N", "C", "C", "C", "C", "C", "C", "C", "C", "H", "H", "H", "H", "H", "H", "H", "H", "H", "H", "H", "H", "H", "C", "C", "C", "C", "Sb", "C", "C", "C", "C", "C", "C", "C", "C", "H", "H", "H", "H", "H", "H", "H", "H", "H", "H", "H", "H", "H", "H", "H", "H", "H", "H", "H", "H", "H", "H", "H", "H", "H", "H", "H"],
  "coordinates": [[0.2174, 0.4847, -0.6725], [0.0931, 1.3175, 3.9343], [0.4773, 0.7395, 2.5998], [0.3276, 1.3718, 1.4948], [-0.2776, 2.6353, 1.6334], [1.0696, -0.6005, 2.5451], [1.7968, -1.1444, 3.7435], [0.9486, -1.2604, 1.4271], [1.5528, -2.4196, 1.3350], [-0.6209, 2.1275, 3.8127], [0.9724, 1.7125, 4.4507], [-0.3370, 0.5422, 4.5687], [-0.4313, 2.8466, 0.6998], [1.1264, -1.3168, 4.5913], [2.5869, -0.4688, 4.0885], [2.2391, -2.0968, 3.4569], [3.9556, -2.9690, -0.2991], [3.5757, -1.7521, -1.0596], [3.6247, -0.5431, -0.1825], [2.2288, -1.9270, -1.7561], [2.0504, -0.8557, -2.7895], [2.6588, -1.0561, -4.0325], [2.5631, -0.1024, -5.0306], [1.8338, 1.0525, -4.7534], [1.2262, 1.2312, -3.5220], [1.2856, 0.2929, -2.4517], [4.8920, -2.7830, 0.2252], [4.0742, -3.8008, -0.9915], [3.1471, -3.1392, 0.4128], [4.2339, -1.6033, -1.8229], [3.1932, -0.8194, 0.7753], [3.0087, 0.2407, -0.6266], [4.6655, -0.2384, -0.0728], [1.4799, -1.9092, -0.9638], [2.2790, -2.9243, -2.2002], [3.1931, -1.9861, -4.2305], [3.0222, -0.2593, -5.9995], [1.7308, 1.8179, -5.5179], [0.6689, 2.1501, -3.3685], [-3.8577, 2.3495, 1.1435], [-4.0083, 0.9405, 0.5658], [-3.6174, -0.0569, 1.6583], [-5.4767, 0.7176, 0.1989], [-2.3673, 0.7704, -0.9792], [-3.1060, 2.1376, -2.5823], [-4.5956, 2.4482, -2.5896], [-2.7050, 1.5989, -3.9519], [-2.3298, 3.4351, -2.3398], [-2.6725, -1.3158, -1.7000], [-4.1067, -1.8163, -1.8048], [-1.8985, -2.1428, -0.6642], [-1.9660, -1.5090, -3.0421], [-4.5567, 2.4845, 1.9818], [-4.0825, 3.1228, 0.4044], [-2.8468, 2.5198, 1.5229], [-4.1592, 0.1776, 2.5852], [-2.5443, -0.0273, 1.8738], [-3.8778, -1.0796, 1.3793], [-6.0641, 0.5930, 1.1208], [-5.6375, -0.1676, -0.4111], [-5.9018, 1.5665, -0.3335], [-5.2035, 1.5522, -2.7324], [-4.8204, 3.1398, -3.4146], [-4.9129, 2.9310, -1.6657], [-3.3200, 0.7467, -4.2391], [-1.6562, 1.2947, -3.9826], [-2.8537, 2.3808, -4.7104], [-2.5955, 3.8909, -1.3813], [-2.5554, 4.1630, -3.1305], [-1.2520, 3.2548, -2.3337], [-4.5966, -1.8410, -0.8318], [-4.1089, -2.8436, -2.1955], [-4.7131, -1.2059, -2.4811], [-2.4128, -2.1977, 0.2971], [-0.9148, -1.6868, -0.4871], [-1.7604, -3.1687, -1.0284], [-2.5207, -1.0846, -3.8748], [-1.8670, -2.5864, -3.2344], [-0.9631, -1.0753, -3.0256]],
  "forces_ev_per_a": [[-0.14, 0.66, -0.01], [-0.01, -0.01, -0.01], [-0.04, 0.08, 0.01], [0.10, -0.18, -0.13], [-0.02, 0.04, 0.00], [-0.01, 0.07, -0.04], [0.00, 0.01, -0.01], [-0.02, -0.16, 0.06], [-0.03, -0.02, -0.01], [0.00, -0.01, 0.00], [0.00, 0.00, 0.00], [0.00, 0.00, 0.00], [0.03, -0.05, 0.07], [0.00, 0.00, 0.00], [-0.01, 0.01, 0.00], [0.00, 0.00, 0.00], [0.07, -0.01, -0.03], [0.03, -0.04, -0.04], [-0.07, 0.05, 0.05], [0.03, -0.02, 0.05], [-0.22, 0.06, 0.18], [0.03, -0.03, -0.02], [0.00, 0.00, 0.01], [0.02, 0.02, -0.07], [0.05, -0.09, 0.24], [0.07, -0.03, -0.32], [0.02, 0.02, -0.02], [-0.04, 0.01, -0.02], [-0.03, -0.02, 0.05], [0.01, 0.03, 0.01], [-0.01, 0.00, -0.03], [0.03, -0.02, -0.01], [0.02, -0.03, -0.02], [0.01, 0.06, -0.01], [0.00, -0.02, 0.01], [0.00, 0.00, 0.00], [0.00, 0.00, 0.00], [0.01, -0.01, 0.00], [-0.01, 0.01, 0.01], [0.03, -0.03, 0.02], [-0.02, 0.07, 0.02], [0.04, 0.00, -0.07], [0.06, 0.02, 0.00], [0.06, -0.29, 0.04], [0.06, 0.06, -0.05], [0.00, -0.05, 0.01], [0.02, -0.01, 0.03], [-0.01, -0.04, 0.07], [-0.02, -0.09, 0.01], [0.01, 0.02, -0.04], [-0.03, 0.14, -0.01], [0.06, 0.00, 0.07], [0.00, 0.00, 0.00], [0.00, 0.02, 0.00], [0.00, 0.01, -0.02], [0.00, 0.01, 0.00], [-0.01, -0.02, 0.01], [0.02, -0.01, 0.00], [0.00, 0.02, 0.00], [-0.02, -0.04, 0.00], [0.01, 0.04, -0.05], [-0.01, -0.01, 0.01], [-0.01, -0.01, 0.00], [-0.03, 0.01, 0.02], [-0.02, -0.02, -0.02], [0.00, -0.02, -0.01], [0.02, 0.01, 0.01], [0.01, 0.01, 0.01], [-0.01, 0.00, -0.01], [0.00, 0.00, 0.00], [-0.02, -0.02, 0.02], [0.00, 0.00, 0.00], [0.00, 0.00, 0.00], [0.03, 0.02, -0.01], [-0.02, -0.24, 0.04], [0.00, 0.00, -0.02], [-0.04, 0.04, -0.06], [0.00, 0.00, 0.01], [-0.01, 0.00, -0.03]],
  "lowdin_charge": [0.212, -0.032, -0.322, -0.060, -0.120, -0.344, -0.064, -0.113, -0.291, 0.064, 0.082, 0.073, 0.045, 0.065, 0.070, 0.053, -0.023, -0.165, -0.006, -0.113, -0.301, -0.101, -0.138, -0.131, -0.161, -0.231, 0.094, 0.092, 0.068, 0.159, 0.074, 0.063, 0.094, 0.084, 0.123, 0.095, 0.080, 0.086, 0.057, -0.150, -0.688, -0.145, -0.123, 1.570, -0.706, -0.132, -0.136, -0.161, -0.691, -0.129, -0.156, -0.138, 0.078, 0.053, 0.053, 0.077, 0.063, 0.059, 0.077, 0.045, 0.053, 0.071, 0.078, 0.051, 0.060, 0.061, 0.080, 0.062, 0.077, 0.048, 0.051, 0.078, 0.070, 0.057, 0.015, 0.081, 0.050, 0.078, 0.048]
}

no.,DFT total energy (a.u.),E_HOMO (eV)
1,-2229.32516,-2.474
2,-1663.48917,-2.298